Entry 1:
Below is C20H15AsF6IrN4O3SSe as an isolated structure, with properties calculated with the ωB97M-V functional and the def2-TZVPD basis.

Structure (ORCA input):
```
! RIJCOSX wB97M-V def2-TZVPD def2/J DEFGRID3
* xyz 1 5
Ir 0.676 -0.254 -0.494
Se 3.446 0.752 -3.237
As -0.462 2.474 -2.249
S 1.294 0.617 1.874
F -0.793 0.778 -2.574
F -1.818 3.015 -3.095
F 0.577 2.521 -3.604
F -1.361 2.346 -0.761
F 0.081 4.027 -1.746
F 0.990 1.795 -1.214
O -1.296 -0.143 0.015
O 2.545 -0.672 -1.015
O -3.689 0.821 0.045
N 0.295 -2.091 0.043
N 1.355 3.141 1.046
N 3.985 2.666 -1.060
N -0.953 -2.382 0.369
C 3.313 -4.161 -0.092
C 0.935 4.401 0.864
C -1.092 3.850 1.981
C 3.168 -1.797 -0.768
C -0.292 4.792 1.333
C -3.646 -2.738 1.014
C -3.157 -1.483 0.595
C -5.868 -1.844 1.081
C 3.817 1.938 -1.945
C 4.646 -4.175 -0.365
C 5.270 -3.000 -0.831
C 2.531 -2.987 -0.254
C -0.637 2.559 2.158
C 4.547 -1.853 -1.037
C 1.175 -3.077 0.080
C 0.617 2.195 1.673
C -1.761 -1.309 0.318
C -5.421 -0.610 0.674
C -4.061 -0.396 0.425
C -4.980 -2.918 1.256
H -2.078 4.129 2.329
H 6.333 -3.003 -1.029
H -6.923 -1.989 1.272
H -2.736 0.865 -0.150
H 1.592 5.062 0.318
H 5.225 -5.076 -0.218
H -1.237 1.809 2.651
H 2.242 2.857 0.631
H 0.790 -4.039 0.404
H 5.018 -0.951 -1.402
H 2.824 -5.061 0.259
H -5.354 -3.880 1.575
H -0.634 5.803 1.179
H -6.099 0.220 0.531
H -2.939 -3.543 1.145
*
```

Properties
Orbital gap (spin up / spin down) (eV): 6.93 / 5.01
Energy relative to the best compared isomer or geometry (same formula, charge and spin) (kcal/mol): 0.0
HOMO level (spin up / spin down) (eV): -11.15 / -11.66
Strongest force on any atom (eV/A): 0.9
DFT total energy (eV): -189244.5843

***

Entry 2:
Below is a 6-piece molecular cluster, C19H24FN2O17S overall in a non-equilibrium geometry, with properties calculated with the ωB97M-V functional and the def2-TZVPD basis.

Structure (ORCA input):
```
! RIJCOSX wB97M-V def2-TZVPD def2/J DEFGRID3
* xyz 1 1
S 0.907 1.926 -1.882
F -0.592 2.026 -2.206
O 2.529 -2.588 1.680
O 3.420 -0.597 1.223
O -0.034 1.561 4.303
O 0.060 -2.057 -3.994
O -4.688 0.193 -4.322
O -1.150 3.112 5.481
O 1.224 1.029 -0.833
O -0.612 3.479 3.317
O -5.988 1.976 -4.785
O 0.318 -2.025 -1.760
O -1.725 -2.224 -2.627
O 1.392 3.249 -1.726
O -3.740 2.155 -4.832
O -0.410 -2.649 5.521
O -2.335 -1.485 5.621
O -0.706 -1.056 7.085
O 1.182 -0.818 1.375
N 0.860 1.172 -4.430
N 1.632 1.349 -3.368
C -2.689 1.310 -4.371
C 0.235 1.380 2.911
C 1.475 0.727 -5.488
C 3.635 0.657 -4.483
C 0.266 2.808 2.408
C 2.858 0.453 -5.633
C -2.904 -0.607 6.599
C 3.919 -2.829 1.435
C -1.871 -2.451 -1.212
C -0.595 -1.864 -0.660
C -3.294 -0.067 -4.492
C -4.919 1.489 -4.659
C 2.930 1.095 -3.369
C -1.083 -1.812 6.030
C -1.678 -0.015 7.252
C 4.516 -1.449 1.596
C 2.275 -1.292 1.421
C -0.407 -2.105 -2.896
C -0.648 2.758 4.466
H -2.934 -0.755 -3.736
H -1.324 0.881 6.740
H 4.035 -3.222 0.424
H 0.840 0.552 -6.352
H 4.315 -3.551 2.144
H 1.259 3.257 2.481
H -0.570 0.794 2.468
H 3.299 0.108 -6.558
H 5.374 -1.278 0.950
H 4.696 0.455 -4.466
H -1.799 1.434 -4.986
H -3.536 0.140 6.126
H -3.508 -1.195 7.294
H -1.950 -3.524 -1.036
H -0.231 -2.377 0.222
H -1.825 0.213 8.305
H -3.132 -0.505 -5.479
H -0.678 -0.800 -0.438
H 3.463 1.243 -2.432
H -0.092 2.907 1.386
H -2.765 -1.964 -0.831
H -2.453 1.579 -3.343
H 1.168 0.862 2.766
H 4.797 -1.229 2.626
*
```

Properties
Orbital gap (eV): 6.10
HOMO level (eV): -12.29
Strongest force on any atom (eV/A): 4.2
DFT total energy (eV): -71423.3242

***

Entry 3:
Below is a 2-piece molecular cluster, C11H15N overall in a non-equilibrium geometry, with properties calculated with the ωB97M-V functional and the def2-TZVPD basis.

Structure (ORCA input):
```
! RIJCOSX wB97M-V def2-TZVPD def2/J DEFGRID3
* xyz 0 1
N -0.408 0.109 3.515
C 1.730 0.193 -0.036
C 1.297 -1.129 1.939
C -0.583 -2.239 -3.210
C -1.127 1.195 3.345
C -0.013 -1.558 -4.539
C -1.476 2.983 1.462
C 0.224 1.071 1.496
C 0.884 1.224 0.284
C 1.851 -1.091 0.646
C -0.747 1.862 2.164
C 0.465 -0.042 2.428
H -1.286 2.687 0.356
H 1.413 -2.156 2.538
H 1.042 -1.825 -4.734
H 2.357 0.417 -0.897
H -0.750 -1.757 -5.316
H -0.295 -0.407 4.380
H -2.615 2.857 1.397
H -0.058 -0.464 -4.177
H -1.249 4.063 1.790
H -0.200 -3.303 -3.270
H -1.622 -2.356 -3.357
H -1.776 1.577 4.160
H -0.367 -1.946 -2.240
H 2.387 -1.919 0.261
H 0.921 1.955 -0.385
*
```

Properties
Orbital gap (eV): 8.55
Energy relative to the best compared isomer or geometry (same formula, charge and spin) (kcal/mol): 58.6
HOMO level (eV): -7.65
Strongest force on any atom (eV/A): 5.3
DFT total energy (eV): -13138.2517

***

Entry 4:
Below is one molecule with the formula C3H9NO in a non-equilibrium geometry, with properties calculated with the ωB97M-V functional and the def2-TZVPD basis.

Structure (ORCA input):
```
! RIJCOSX wB97M-V def2-TZVPD def2/J DEFGRID3
* xyz 0 1
O 0.857 0.774 0.324
N -0.133 -1.384 0.400
C -1.407 -0.769 0.055
C 1.077 -0.562 0.573
C 0.512 1.645 -0.680
H -0.171 -2.291 0.822
H -1.160 -0.207 -0.841
H -0.028 2.527 -0.321
H -0.133 1.290 -1.490
H -1.758 0.026 0.734
H 1.761 -1.081 -0.100
H -2.197 -1.512 0.056
H 1.401 2.086 -1.152
H 1.378 -0.542 1.620
*
```

Properties
Orbital gap (eV): 9.00
Energy relative to the best compared isomer or geometry (same formula, charge and spin) (kcal/mol): 64.9
HOMO level (eV): -7.98
Strongest force on any atom (eV/A): 2.1
DFT total energy (eV): -6792.2416

***

Entry 5:
Below is an isolated ion of composition C4H12N2S and charge +1 in a non-equilibrium geometry, with properties calculated with the ωB97M-V functional and the def2-TZVPD basis.

Structure (ORCA input):
```
! RIJCOSX wB97M-V def2-TZVPD def2/J DEFGRID3
* xyz 1 2
S -1.036 -0.348 -3.541
N -0.788 1.293 2.420
N 0.337 0.451 -0.553
C -0.661 -1.302 -2.091
C 0.968 0.607 0.806
C 0.115 0.241 2.014
C 0.561 -0.895 -1.119
H -0.689 0.715 -0.479
H -1.380 1.076 3.210
H -0.363 2.160 2.335
H 1.068 1.645 0.786
H 1.327 -0.693 -1.720
H 0.867 -0.134 2.787
H -0.448 -2.311 -2.406
H -0.465 0.889 -3.396
H 0.644 -1.651 -0.265
H -1.616 -1.295 -1.537
H -0.503 -0.708 1.952
H 2.063 0.259 0.798
*
```

Properties
Orbital gap (spin up / spin down) (eV): 10.06 / 4.52
Energy relative to the best compared isomer or geometry (same formula, charge and spin) (kcal/mol): 66.5
HOMO level (spin up / spin down) (eV): -12.81 / -12.74
Strongest force on any atom (eV/A): 5.3
DFT total energy (eV): -18147.7184

***

Entry 6:
Below is one molecule with the formula C4H10NO in a non-equilibrium geometry, with properties calculated with the ωB97M-V functional and the def2-TZVPD basis.

Structure (ORCA input):
```
! RIJCOSX wB97M-V def2-TZVPD def2/J DEFGRID3
* xyz 0 2
O 1.516 1.724 1.366
N -1.106 -0.074 -0.665
C -0.137 -0.660 1.493
C 0.920 1.242 0.318
C -0.294 -0.846 -1.547
C -0.407 0.503 0.551
H -0.260 -0.519 -2.598
H 0.755 -1.043 -1.292
H -0.724 -1.857 -1.702
H -1.177 1.201 0.884
H -0.998 -1.326 1.471
H -1.484 0.764 -1.092
H 0.186 -0.292 2.466
H 0.865 1.923 -0.587
H 0.746 -1.219 1.153
H 1.598 0.479 -0.218
*
```

Properties
Orbital gap (spin up / spin down) (eV): 9.98 / 7.33
Energy relative to the best compared isomer or geometry (same formula, charge and spin) (kcal/mol): 25.6
HOMO level (spin up / spin down) (eV): -9.02 / -8.94
Strongest force on any atom (eV/A): 3.3
DFT total energy (eV): -7844.6690